Density functional theory data (the ωB97M-V functional and the def2-TZVPD basis) for 2 unconnected molecules or ions with the total composition C4H13NO at a distorted geometry.

Structure (ORCA input):
```
! RIJCOSX wB97M-V def2-TZVPD def2/J DEFGRID3
* xyz 1 2
C 1.63 -0.94 -1.63
C 0.25 -0.28 -1.46
C 0.18 0.59 -0.18
C 1.30 1.65 -0.20
N 2.28 1.53 0.76
H 1.47 -1.97 -1.93
H 2.16 -0.97 -0.67
H 2.30 -0.41 -2.30
H 0.13 0.37 -2.33
H -0.50 -1.05 -1.32
H -0.84 0.94 -0.02
H 0.31 -0.14 0.63
H 0.76 2.61 -0.15
H 1.75 1.75 -1.19
H 3.02 0.88 0.49
H 1.88 1.21 1.65
H -6.41 -2.21 2.75
H -5.85 -1.29 3.58
O -5.81 -2.26 3.52
*
```

Calculated values
E, eV: -7886.6919
M, g mol⁻¹: 91.2
LUMO (alpha / beta), eV: -3.30 / -8.92
Frontier orbital gap (alpha / beta), hartree: 0.3698 / 0.1633

---

Density functional theory data (the ωB97M-V functional and the def2-TZVPD basis) for a molecular structure, C4H9NO at a distorted geometry.

Structure (ORCA input):
```
! RIJCOSX wB97M-V def2-TZVPD def2/J DEFGRID3
* xyz 0 1
C -1.46 -0.46 -1.24
C -0.36 -0.53 -0.25
C 0.33 0.76 0.18
C 1.49 0.47 1.11
H -1.65 -1.42 -1.80
H -1.61 0.66 -2.27
H -2.64 -0.16 -0.55
H 0.54 -1.28 -0.31
H -0.42 -0.32 1.59
H -0.43 1.51 0.53
H 2.06 1.17 1.92
H 1.68 -0.64 1.42
H 2.00 0.29 -0.96
N 1.57 1.04 -0.27
O -1.10 -1.10 0.89
*
```

Calculated values
E, eV: -7824.7234
M, g mol⁻¹: 87.1
LUMO, eV: 0.94
Frontier orbital gap, hartree: 0.4003

---

Density functional theory data (the ωB97M-V functional and the def2-TZVPD basis) for a molecular structure, C17H15F5IrN5S2.

Structure (ORCA input):
```
! RIJCOSX wB97M-V def2-TZVPD def2/J DEFGRID3
* xyz 2 1
Ir 0.18 -0.10 -0.21
C -1.75 -3.51 -2.07
C -1.31 -2.33 -1.28
N -0.22 -1.66 -1.44
N 0.72 -2.00 -2.38
C 1.81 -1.21 -2.52
N 2.71 -1.55 -3.42
S 2.03 0.21 -1.59
C -2.20 -1.79 -0.21
C -3.38 -2.40 0.15
C -4.18 -1.80 1.12
C -3.79 -0.59 1.66
C -2.58 -0.04 1.27
N -1.78 -0.63 0.38
H -1.12 -3.74 -2.93
H -2.76 -3.35 -2.45
H -1.77 -4.39 -1.43
H 0.61 -2.85 -2.90
H 2.62 -2.36 -4.02
H 3.55 -1.00 -3.51
H -3.68 -3.32 -0.31
H -5.11 -2.26 1.42
H -4.40 -0.07 2.39
H -2.24 0.91 1.66
F 1.35 -2.56 0.40
C 1.11 -1.38 1.03
F 0.26 -1.66 2.06
C 2.47 -1.02 1.70
F 2.82 -2.04 2.47
F 3.42 -0.83 0.78
F 2.38 0.07 2.46
S 0.57 2.86 3.22
C 0.20 1.47 2.33
N 0.37 1.55 1.03
C 0.81 2.84 0.66
C 1.01 3.33 -0.63
C 1.43 4.63 -0.78
C 1.64 5.46 0.33
C 1.41 5.00 1.61
C 0.99 3.68 1.76
H -0.09 0.56 2.82
H 0.81 2.71 -1.50
H 1.59 5.02 -1.77
H 1.97 6.48 0.18
H 1.55 5.64 2.47
*
```

Calculated values
E, eV: -63407.5379
M, g mol⁻¹: 640.7
LUMO, eV: -7.57
Frontier orbital gap, hartree: 0.2540

---

Density functional theory data (the ωB97M-V functional and the def2-TZVPD basis) for a molecular structure, C19H40AuNOP3 at a distorted geometry.

Structure (ORCA input):
```
! RIJCOSX wB97M-V def2-TZVPD def2/J DEFGRID3
* xyz 3 3
Au 0.34 -0.44 1.13
P -1.67 -1.64 0.96
P 1.64 -0.81 3.00
P 1.48 -1.28 -1.32
H -0.57 5.28 -4.09
C -0.66 4.37 -4.70
C -1.82 3.73 -4.84
H -2.71 4.03 -4.27
C -3.13 -0.73 1.49
C -1.56 -3.12 1.99
C -2.08 -2.21 -0.70
C 3.11 0.24 2.91
C 0.94 -0.58 4.65
C 2.28 -2.52 3.08
C 1.08 -1.39 -3.08
C 1.54 -2.97 -0.76
C 3.13 -0.58 -1.13
H 0.24 4.04 -5.24
H -1.94 2.88 -5.53
H -3.21 0.20 0.91
H -3.05 -0.50 2.56
H -4.01 -1.37 1.30
H -1.26 -2.85 3.01
H -0.83 -3.84 1.59
H -2.55 -3.59 2.02
H -2.04 -1.37 -1.39
H -3.11 -2.60 -0.66
H -1.41 -3.01 -1.03
H 3.87 -0.07 3.64
H 2.80 1.27 3.13
H 3.53 0.20 1.91
H 1.57 -1.08 5.40
H -0.07 -1.01 4.69
H 0.88 0.49 4.88
H 3.32 -2.53 3.44
H 2.24 -3.00 2.10
H 1.68 -3.11 3.79
H 1.71 -2.17 -3.56
H 1.32 -0.42 -3.54
H 0.00 -1.59 -3.22
H 1.81 -3.63 -1.60
H 0.56 -3.26 -0.38
H 2.29 -3.08 0.02
H 3.80 -1.00 -1.90
H 3.53 -0.82 -0.13
H 3.08 0.51 -1.23
C -1.58 1.66 -1.75
C -0.39 2.39 -1.32
C 0.74 2.39 -2.09
C 0.80 1.75 -3.34
C -0.39 1.20 -3.84
C -1.56 1.27 -3.14
O -2.53 1.32 -1.02
H 0.30 -0.39 -0.86
H -0.46 2.87 -0.34
H 1.61 2.92 -1.70
H 1.75 1.69 -3.90
H -0.41 0.68 -4.79
H -2.46 0.89 -3.61
C -2.19 3.06 3.97
C -1.38 2.08 3.27
N -0.73 1.24 2.78
H -1.72 3.30 4.92
H -3.19 2.65 4.14
H -2.28 3.97 3.37
*
```

Calculated values
E, eV: -55419.0950
M, g mol⁻¹: 588.4
LUMO (alpha / beta), eV: -9.73 / -12.67
Frontier orbital gap (alpha / beta), hartree: 0.2271 / 0.1179

---

Density functional theory data (the ωB97M-V functional and the def2-TZVPD basis) for 2 unconnected molecules or ions with the total composition C4H7NO2 at a distorted geometry.

Structure (ORCA input):
```
! RIJCOSX wB97M-V def2-TZVPD def2/J DEFGRID3
* xyz 0 1
N -1.19 1.15 1.28
C 0.01 0.55 1.25
O 0.18 -0.66 1.62
O 1.02 1.44 1.26
H -1.28 2.06 0.87
H -1.99 0.55 1.23
H 1.85 0.94 1.22
C 0.25 -1.54 -0.14
C 0.23 -0.42 -0.95
C 0.17 -0.06 -2.21
H -0.65 -2.07 0.16
H 1.15 -2.15 -0.04
H -0.10 -0.74 -3.02
H 0.36 0.96 -2.53
*
```

Calculated values
E, eV: -9843.0553
M, g mol⁻¹: 101.1
LUMO, eV: 0.57
Frontier orbital gap, hartree: 0.3001

---

Density functional theory data (the ωB97M-V functional and the def2-TZVPD basis) for 11 unconnected molecules or ions with the total composition H22O11 at a distorted geometry.

Structure (ORCA input):
```
! RIJCOSX wB97M-V def2-TZVPD def2/J DEFGRID3
* xyz 0 1
O 0.78 2.22 -1.17
H 1.69 2.57 -1.22
H 0.25 2.79 -1.72
O -2.48 -1.98 -0.17
H -1.56 -1.81 -0.15
H -2.71 -2.48 0.67
O -0.09 -0.73 -0.19
H -0.52 0.01 -0.55
H 0.08 -0.57 0.75
O 2.96 1.23 1.43
H 2.68 0.39 1.06
H 2.22 1.46 1.99
O 0.65 0.47 -3.23
H 1.46 0.82 -3.59
H 0.69 0.98 -2.41
O -2.11 1.17 -0.65
H -2.89 0.86 -0.11
H -1.57 1.73 -0.13
O 0.90 -1.48 2.33
H 0.58 -1.08 3.14
H 0.58 -2.37 2.23
O 2.59 -1.04 0.11
H 2.80 -1.59 0.85
H 1.63 -1.20 0.02
O -2.71 2.02 -2.91
H -2.09 1.61 -3.54
H -2.36 1.71 -2.03
O 0.29 1.87 2.28
H -0.15 2.56 1.78
H -0.51 1.37 2.55
O -0.16 -3.88 1.19
H -1.14 -4.04 1.04
H 0.22 -3.60 0.35
*
```

Calculated values
E, eV: -22879.5732
M, g mol⁻¹: 198.2
LUMO, eV: -0.54
Frontier orbital gap, hartree: 0.3561

---

Density functional theory data (the ωB97M-V functional and the def2-TZVPD basis) for 6 unconnected molecules or ions with the total composition C5H23NO5S at a distorted geometry.

Structure (ORCA input):
```
! RIJCOSX wB97M-V def2-TZVPD def2/J DEFGRID3
* xyz 0 1
C -2.08 1.99 -1.26
S -1.00 2.81 -0.04
C -1.58 1.90 1.47
C -0.41 1.40 2.27
C 0.51 0.34 1.63
C 1.76 0.22 2.47
N -0.19 -0.93 1.62
H -3.12 2.31 -1.17
H -1.95 2.49 -2.23
H -1.90 0.94 -1.43
H -2.18 1.06 1.10
H -2.35 2.53 1.90
H 0.18 2.27 2.63
H -0.76 1.14 3.29
H 0.74 0.59 0.59
H 2.17 1.22 2.66
H 1.53 -0.24 3.43
H 2.63 -0.25 2.00
H -1.16 -0.99 1.33
H -0.13 -1.47 2.48
O 3.42 0.81 -2.10
H 3.59 1.05 -1.20
H 2.47 0.72 -2.20
O -1.06 -1.67 -3.86
H -0.11 -1.78 -3.87
H -1.47 -1.83 -3.02
O 2.88 -1.62 -1.16
H 3.24 -2.24 -1.78
H 3.39 -1.15 -0.52
O -2.59 -1.57 -0.20
H -3.25 -1.52 -0.90
H -2.32 -2.48 -0.22
O 0.19 -2.12 -1.50
H -0.20 -1.60 -0.80
H 1.12 -2.35 -1.45
*
```

Calculated values
E, eV: -28119.8684
M, g mol⁻¹: 209.3
LUMO, eV: 0.32
Frontier orbital gap, hartree: 0.3241

---

Density functional theory data (the ωB97M-V functional and the def2-TZVPD basis) for C18H18N4S in the gas phase at a distorted geometry.

Structure (ORCA input):
```
! RIJCOSX wB97M-V def2-TZVPD def2/J DEFGRID3
* xyz 0 1
N -0.07 3.13 -1.47
C 0.49 2.12 -1.29
C 0.79 0.68 -1.19
C -0.22 -0.28 -1.41
S -1.82 0.19 -1.26
C -1.75 -0.09 0.59
C -3.22 -0.09 0.99
C -4.35 -0.72 0.39
C -5.66 -0.46 0.76
C -5.90 0.35 1.90
C -4.82 0.93 2.53
C -3.56 0.76 2.05
N 0.02 -1.63 -1.41
C 1.26 -2.06 -1.53
N 1.53 -3.41 -1.50
C 2.45 -1.12 -1.52
C 2.97 -1.00 -2.93
N 3.39 -0.78 -3.97
C 2.17 0.18 -0.90
C 3.33 1.28 -0.97
C 3.72 1.76 0.36
C 2.97 0.95 1.38
C 2.06 -0.05 0.65
H -1.28 -0.98 1.03
H -1.32 0.80 0.99
H -4.19 -1.20 -0.56
H -6.50 -0.91 0.24
H -6.80 0.52 2.42
H -4.97 1.61 3.48
H -2.69 1.17 2.51
H 0.80 -4.10 -1.49
H 2.52 -3.79 -1.75
H 3.24 -1.64 -0.89
H 4.18 0.65 -1.46
H 3.07 2.07 -1.67
H 3.63 2.89 0.54
H 4.78 1.44 0.49
H 3.75 0.37 1.91
H 2.54 1.61 2.06
H 2.47 -1.05 0.87
H 1.01 -0.09 1.06
*
```

Calculated values
E, eV: -35750.4608
M, g mol⁻¹: 322.4
LUMO, eV: -0.34
Frontier orbital gap, hartree: 0.2970

---

Density functional theory data (the ωB97M-V functional and the def2-TZVPD basis) for C3H3I2N in the gas phase at a distorted geometry.

Structure (ORCA input):
```
! RIJCOSX wB97M-V def2-TZVPD def2/J DEFGRID3
* xyz 0 1
N 0.67 -3.10 0.04
C 0.32 -2.03 0.23
C -0.16 -0.69 0.43
I 0.14 -0.30 2.74
C 0.32 0.41 -0.51
I -0.14 -0.22 -2.50
H -1.19 -0.66 0.32
H -0.36 1.26 -0.43
H 1.31 0.87 -0.20
*
```

Calculated values
E, eV: -20849.7994
M, g mol⁻¹: 306.9
LUMO, eV: -1.22
Frontier orbital gap, hartree: 0.3266

---

Density functional theory data (the ωB97M-V functional and the def2-TZVPD basis) for C4H4O3S in the gas phase at a distorted geometry.

Structure (ORCA input):
```
! RIJCOSX wB97M-V def2-TZVPD def2/J DEFGRID3
* xyz 0 1
O -1.80 1.40 -1.50
C -1.05 0.72 -0.89
C -0.56 0.81 0.52
C 0.75 0.19 0.63
C 0.65 -0.89 -0.36
O 1.60 -1.66 -0.85
S 0.38 -2.63 -0.06
O -0.42 -0.36 -1.46
H -0.77 1.79 0.97
H -1.21 0.00 1.02
H 1.44 0.92 0.46
H 0.98 -0.29 1.52
*
```

Calculated values
E, eV: -21188.1557
M, g mol⁻¹: 132.1
LUMO, eV: -0.54
Frontier orbital gap, hartree: 0.3383

---

Density functional theory data (the ωB97M-V functional and the def2-TZVPD basis) for 2 unconnected molecules or ions with the total composition C3H8O2S at a distorted geometry.

Structure (ORCA input):
```
! RIJCOSX wB97M-V def2-TZVPD def2/J DEFGRID3
* xyz -2 1
C 0.15 -0.63 -0.04
O 0.50 -1.34 -1.15
C 0.93 0.67 0.32
C 0.16 1.61 1.29
S 0.61 3.34 1.13
H 0.24 -1.29 0.88
H -0.93 -0.41 0.05
H 1.92 0.42 0.70
H 1.00 1.17 -0.65
H -0.89 1.47 0.99
H 0.25 1.17 2.29
H -0.29 -1.89 -1.57
H -2.19 -1.84 -2.08
O -1.46 -2.44 -2.14
*
```

Calculated values
E, eV: -18169.1160
M, g mol⁻¹: 108.2
LUMO, eV: 6.08
Frontier orbital gap, hartree: 0.2129

---

Density functional theory data (the ωB97M-V functional and the def2-TZVPD basis) for a gas-phase ion, C6H14N4 (charge +2) at a distorted geometry.

Structure (ORCA input):
```
! RIJCOSX wB97M-V def2-TZVPD def2/J DEFGRID3
* xyz 2 1
C 1.87 -1.08 0.42
C 0.71 -0.40 0.64
C 2.10 1.05 -0.59
C 0.83 0.93 0.17
C -1.47 0.62 -0.33
C -2.01 -1.77 -0.69
N -1.58 -0.62 0.03
N -2.07 1.68 0.62
N 2.91 -0.17 -0.03
N -0.52 -0.87 0.95
H 2.18 -2.19 0.68
H 1.86 0.78 -1.62
H 2.73 2.02 -0.37
H 0.35 1.71 0.56
H -1.71 0.92 -1.34
H -1.19 -2.14 -1.24
H -2.29 -2.54 -0.04
H -2.88 -1.63 -1.47
H -1.72 1.58 1.62
H -1.76 2.60 0.31
H 3.75 0.03 0.72
H 3.42 -0.57 -0.78
H -0.44 -1.79 1.36
H -3.05 1.85 0.41
*
```

Calculated values
E, eV: -12387.1992
M, g mol⁻¹: 142.2
LUMO (alpha / beta), eV: -7.98 / -8.26
Frontier orbital gap (alpha / beta), hartree: 0.2821 / 0.2670